ORCA calculation (wB97M-V/def2-TZVPD) on 4 unconnected molecules or ions with the total composition C35H37Br2INO5P2.

CARTESIAN COORDINATES (ANGSTROEM)
C1 -4.516 1.200 1.520
C2 -3.207 0.233 1.574
P1 -2.123 0.156 0.008
C3 -2.774 1.290 -1.269
C4 -2.588 2.938 -1.032
C5 -0.310 -0.167 0.308
C6 -0.560 -1.155 1.653
C7 -0.128 -0.845 3.193
C8 -0.505 -1.945 4.327
N1 -1.215 -3.258 4.218
C9 -1.694 -3.593 2.841
C10 -1.403 -2.599 1.579
C11 0.636 -1.111 -0.678
P2 -0.022 -2.650 -1.561
O1 0.382 -4.080 -0.664
I1 1.216 -2.921 -3.725
C12 1.885 -1.243 0.428
O2 2.637 -2.326 0.633
O3 1.907 0.096 1.112
C13 0.813 1.027 0.607
C14 0.348 2.227 1.689
O4 -0.951 2.522 1.944
O5 1.303 2.998 2.521
C15 1.756 1.789 -0.438
Br1 3.625 2.263 0.278
C16 1.623 2.184 -1.834
C17 0.266 1.830 -2.632
Br2 3.083 3.127 -2.905
H1 -4.396 2.212 0.951
H2 -4.764 1.497 2.651
H3 -5.508 0.656 1.139
H4 -2.622 0.485 2.574
H5 -3.620 -0.875 1.744
H6 -2.445 0.982 -2.376
H7 -3.965 1.175 -1.316
H8 -3.551 3.453 -0.618
H9 -2.457 3.359 -2.142
H10 -1.594 3.210 -0.480
H11 0.462 0.128 3.452
H12 -0.133 -1.673 5.430
H13 -2.298 -4.616 2.712
H14 -1.883 -2.984 0.554
H15 1.173 -0.588 -1.610
H16 1.376 -4.206 -0.738
H17 0.600 1.682 -3.774
H18 -0.395 2.800 -2.664
H19 -0.285 0.845 -2.364
C18 1.142 5.466 5.812
C19 1.264 6.494 6.747
C20 2.147 7.548 6.514
C21 2.901 7.579 5.341
C22 2.777 6.553 4.405
C23 1.900 5.495 4.642
H20 0.456 4.643 5.995
H21 0.671 6.473 7.658
H22 2.246 8.345 7.246
H23 3.586 8.403 5.158
H24 3.363 6.579 3.490
H25 1.808 4.693 3.914
C24 -4.776 -2.347 -3.860
C25 -3.624 -1.562 -3.864
C26 -3.256 -0.867 -5.016
C27 -4.047 -0.950 -6.162
C28 -5.201 -1.732 -6.157
C29 -5.564 -2.435 -5.009
H26 -5.061 -2.892 -2.964
H27 -3.012 -1.492 -2.968
H28 -2.355 -0.260 -5.020
H29 -3.763 -0.404 -7.058
H30 -5.818 -1.795 -7.050
H31 -6.461 -3.048 -5.007
C30 4.689 -4.393 -1.283
C31 4.127 -5.612 -1.661
C32 4.894 -6.552 -2.349
C33 6.228 -6.276 -2.651
C34 6.791 -5.059 -2.270
C35 6.021 -4.115 -1.590
H32 4.090 -3.660 -0.750
H33 3.089 -5.830 -1.419
H34 4.453 -7.499 -2.649
H35 6.827 -7.010 -3.183
H36 7.831 -4.845 -2.504
H37 6.459 -3.165 -1.298

As for the HOMO energy: -5.1 eV. As for the spin multiplicity: 1. The value obtained for the total energy is -215372.0162 eV. For the HOMO-LUMO gap, the calculation gives 6.56 eV. Its charge is -1.